Record 1
Entry from the Open Molecules 2025 dataset: an isolated molecule of C6H11NOS in a non-equilibrium geometry (wB97M-V/def2-TZVPD).

Structure (ORCA input):
```
! RIJCOSX wB97M-V def2-TZVPD def2/J DEFGRID3
* xyz 0 1
C 2.77 -1.92 0.48
C -1.45 -0.80 -0.53
C -1.50 1.16 1.03
C -0.06 1.27 -1.01
C 1.73 -1.18 -0.17
C -0.66 0.36 0.04
N 3.58 -2.51 1.02
O 1.50 0.86 1.52
S 0.71 -0.31 1.15
H -0.94 -1.28 -1.36
H -1.64 -1.54 0.24
H -2.41 -0.45 -0.90
H -0.89 1.92 1.51
H -1.91 0.51 1.80
H -2.33 1.65 0.52
H 0.72 1.88 -0.55
H 0.37 0.71 -1.84
H -0.82 1.94 -1.42
H 2.16 -0.42 -0.82
H 1.08 -1.86 -0.72
*
```

Energy above the lowest of the compared OMol25 structures with the same formula, charge and spin ... 112.96 kJ/mol
HOMO level ... -0.3499 Eh

Löwdin population analysis, charges in e, atoms 1 to 4:
1. C -0.3062
2. C -0.0880
3. C -0.1005
4. C -0.0804

---

Record 2
Entry from the Open Molecules 2025 dataset: a 2-piece molecular cluster, C2HFN2O2 overall in a non-equilibrium geometry (wB97M-V/def2-TZVPD).

Structure (ORCA input):
```
! RIJCOSX wB97M-V def2-TZVPD def2/J DEFGRID3
* xyz 0 1
C -0.41 1.26 -0.36
C 2.01 -1.01 0.15
N -1.38 0.65 -0.03
N -2.29 -0.21 -0.17
O 2.43 -2.04 -0.10
O 1.67 0.08 0.29
F 0.08 2.45 0.04
H -2.11 -1.18 0.18
*
```

Energy above the lowest of the compared OMol25 structures with the same formula, charge and spin ... 341.87 kJ/mol
HOMO level (alpha / beta) ... -0.3386 / -0.3385 Eh

Löwdin population analysis, charges in e, atoms 1 to 4:
1. C -0.1229
2. C -0.4072
3. N -0.0802
4. N 0.0604

---

Record 3
Entry from the Open Molecules 2025 dataset: a 2-piece molecular cluster, C10H16N3O2 overall (wB97M-V/def2-TZVPD).

Structure (ORCA input):
```
! RIJCOSX wB97M-V def2-TZVPD def2/J DEFGRID3
* xyz 1 1
N 3.10 2.32 -0.95
C 1.84 2.20 -1.57
C 0.81 1.22 -1.05
C -0.49 1.78 -1.61
C -0.39 3.21 -1.12
N 1.05 3.57 -1.40
H 3.88 2.09 -1.54
H 3.17 1.80 -0.08
H 1.93 2.10 -2.65
H 0.78 1.27 0.05
H 1.05 0.19 -1.32
H -0.43 1.76 -2.70
H -1.39 1.28 -1.29
H -1.08 3.94 -1.54
H -0.49 3.22 -0.03
H 1.48 4.09 -0.64
H 1.17 4.14 -2.24
C -0.73 -4.28 2.74
C -1.12 -3.04 3.24
C -1.42 -2.00 2.38
C -1.32 -2.24 1.02
C -0.94 -3.46 0.49
C -0.65 -4.49 1.37
N -1.64 -1.15 0.09
O -1.94 -0.06 0.56
O -1.58 -1.37 -1.10
H -0.51 -5.09 3.42
H -1.19 -2.89 4.31
H -1.72 -1.03 2.74
H -0.89 -3.60 -0.58
H -0.35 -5.46 0.99
*
```

Energy above the lowest of the compared OMol25 structures with the same formula, charge and spin ... 0.00 kJ/mol
HOMO level ... -0.4559 Eh

Löwdin population analysis, charges in e, atoms 1 to 4:
1. N 0.0901
2. C -0.3270
3. C -0.1373
4. C -0.1611

---

Record 4
Entry from the Open Molecules 2025 dataset: an isolated molecule of C11H12N6O2S in a non-equilibrium geometry (wB97M-V/def2-TZVPD).

Structure (ORCA input):
```
! RIJCOSX wB97M-V def2-TZVPD def2/J DEFGRID3
* xyz 0 1
C 6.68 2.15 1.67
O 6.24 1.41 0.56
C 4.92 1.14 0.42
C 3.93 1.56 1.31
C 2.61 1.22 1.09
C 2.25 0.47 -0.03
C 0.85 0.09 -0.35
O 0.49 -0.19 -1.48
N 0.00 0.05 0.73
C -1.36 -0.23 0.75
S -2.12 -0.18 2.20
N -1.91 -0.53 -0.45
C -3.21 -0.83 -0.69
N -4.22 -0.90 0.20
N -5.27 -1.22 -0.47
N -4.92 -1.35 -1.72
C -5.83 -1.70 -2.76
N -3.64 -1.12 -1.92
C 3.24 0.08 -0.93
C 4.56 0.40 -0.71
H 6.45 1.64 2.61
H 6.25 3.16 1.68
H 7.76 2.23 1.56
H 4.18 2.15 2.18
H 1.87 1.59 1.78
H 0.37 0.24 1.65
H -1.27 -0.52 -1.25
H -5.85 -0.92 -3.52
H -5.52 -2.63 -3.23
H -6.82 -1.82 -2.32
H 2.95 -0.48 -1.80
H 5.33 0.10 -1.39
*
```

SMILES string ... COc1ccc(C(=O)NC(=S)Nc2nnn(C)n2)cc1
HOMO level ... -0.3034 Eh

Löwdin population analysis, charges in e, atoms 1 to 4:
1. C -0.0790
2. O -0.0711
3. C -0.2687
4. C -0.0078

---

Record 5
Entry from the Open Molecules 2025 dataset: a 2-piece molecular cluster, C6H15NO2 overall in a non-equilibrium geometry (wB97M-V/def2-TZVPD).

Structure (ORCA input):
```
! RIJCOSX wB97M-V def2-TZVPD def2/J DEFGRID3
* xyz 0 1
C 0.31 1.95 0.03
O 0.02 0.61 0.32
C 1.21 -0.54 0.00
C 0.70 -1.71 0.81
C 1.20 -0.80 -1.48
N 2.45 -0.11 0.46
H 0.29 2.13 -1.05
H -0.43 2.59 0.53
H 1.28 2.26 0.42
H -0.26 -2.02 0.40
H 0.58 -1.44 1.85
H 1.40 -2.54 0.73
H 0.14 -0.93 -1.77
H 1.67 0.02 -2.04
H 1.71 -1.74 -1.68
H 2.88 0.63 -0.08
H 2.48 0.09 1.45
C -2.81 0.29 0.73
C -2.00 0.12 -0.53
O -1.86 -0.97 -1.08
H -3.00 -0.67 1.20
H -2.23 0.91 1.42
H -3.74 0.81 0.51
H -1.99 1.03 -1.16
*
```

Energy above the lowest of the compared OMol25 structures with the same formula, charge and spin ... 215.96 kJ/mol
SMILES string ... COC(C)(C)N.CC=O
HOMO level ... -0.3367 Eh

Löwdin population analysis, charges in e, atoms 1 to 4:
1. C -0.1521
2. O -0.2592
3. C -0.5323
4. C -0.0171

---

Record 6
Entry from the Open Molecules 2025 dataset: an isolated ion of composition C6H9N4S and charge +1 in a non-equilibrium geometry (wB97M-V/def2-TZVPD).

Structure (ORCA input):
```
! RIJCOSX wB97M-V def2-TZVPD def2/J DEFGRID3
* xyz 1 1
C -1.58 -1.16 -2.04
N -0.77 -0.37 -1.16
C 0.43 -0.77 -0.81
C 1.52 0.06 -0.47
C 1.91 0.95 0.48
C 1.55 0.95 1.85
S 2.46 1.73 2.97
N 0.46 0.30 2.24
N -0.57 -0.24 1.39
N -1.25 0.83 0.77
C -1.33 0.78 -0.51
H -1.11 -2.19 -2.17
H -2.57 -1.29 -1.54
H -1.79 -0.62 -2.98
H 0.71 -1.79 -1.21
H 2.07 0.11 -1.38
H 2.85 1.49 0.43
H 0.22 0.41 3.30
H -1.32 -0.76 1.90
H -1.88 1.59 -1.06
*
```

Energy above the lowest of the compared OMol25 structures with the same formula, charge and spin ... 502.98 kJ/mol
SMILES string ... C[n+]1cccc(=S)[nH][nH]nc1
HOMO level (alpha / beta) ... -0.4458 / -0.4459 Eh

Löwdin population analysis, charges in e, atoms 1 to 4:
1. C -0.0016
2. N -0.1170
3. C 0.0069
4. C -0.0230

---

Record 7
Entry from the Open Molecules 2025 dataset: C48H46AsN9O6SSbSe4Sn as an isolated structure in a non-equilibrium geometry (wB97M-V/def2-TZVPD).

Structure (ORCA input):
```
! RIJCOSX wB97M-V def2-TZVPD def2/J DEFGRID3
* xyz 1 1
Sn -0.10 0.32 0.01
Se -4.47 -1.01 3.16
Sb -4.75 1.26 2.53
Se -2.25 1.91 1.07
Se -3.50 1.18 -0.78
Se -5.67 1.00 0.03
C -7.00 -11.81 -1.38
O -6.61 -11.22 -0.16
C -5.92 -10.07 -0.17
C -5.53 -9.38 -1.32
C -4.83 -8.20 -1.22
C -4.50 -7.66 0.02
C -4.89 -8.35 1.17
C -5.59 -9.53 1.08
C -3.81 -6.39 0.06
N -3.49 -5.70 -1.01
C -2.87 -4.59 -0.57
C -2.80 -4.59 0.84
N -3.40 -5.76 1.21
C -2.18 -3.56 1.57
C -2.09 -3.51 2.97
C -1.46 -2.45 3.57
C -0.92 -1.45 2.76
N -0.99 -1.47 1.45
C -1.61 -2.49 0.83
C -1.70 -2.46 -0.61
N -1.19 -1.40 -1.27
C -1.27 -1.34 -2.58
C -1.87 -2.34 -3.35
C -2.40 -3.44 -2.71
C -2.33 -3.51 -1.32
H -7.54 -12.71 -1.12
H -6.13 -12.08 -1.99
H -7.65 -11.15 -1.96
H -5.76 -9.77 -2.30
H -4.52 -7.67 -2.11
H -4.65 -7.97 2.15
H -5.90 -10.06 1.96
H -3.58 -6.06 2.16
H -2.53 -4.29 3.57
H -1.40 -2.37 4.64
H -0.42 -0.59 3.20
H -0.86 -0.44 -3.02
H -1.92 -2.24 -4.42
H -2.88 -4.24 -3.24
C -2.46 2.12 -4.11
N -1.86 3.17 -3.32
C -0.97 2.90 -2.35
N -0.47 3.96 -1.68
O -0.59 1.75 -2.10
H -3.03 2.58 -4.92
H -3.14 1.50 -3.51
H -1.68 1.48 -4.52
H -2.27 4.09 -3.36
H -0.79 4.90 -1.85
H 0.21 3.80 -0.97
C 7.10 3.79 0.34
C 6.00 4.07 1.33
S 6.02 2.70 2.54
O 7.23 2.74 3.29
O 5.70 1.49 1.83
C 4.60 3.02 3.69
C 4.12 1.70 4.26
N 3.45 0.89 3.27
C 2.24 1.16 2.73
N 1.93 0.27 1.80
C 2.96 -0.60 1.71
C 3.92 -0.24 2.62
N 5.15 -0.89 2.88
O 5.51 -1.70 2.05
O 5.72 -0.65 3.92
C 1.37 2.29 3.09
H 7.16 4.57 -0.41
H 6.93 2.83 -0.15
H 8.05 3.72 0.87
H 5.02 4.05 0.86
H 6.16 4.99 1.88
H 3.83 3.54 3.12
H 4.98 3.66 4.48
H 3.44 1.87 5.10
H 4.99 1.14 4.62
H 2.95 -1.42 1.03
H 1.52 2.62 4.11
H 0.33 2.00 2.94
H 1.56 3.14 2.43
C 2.87 3.94 -4.44
C 2.98 3.84 -3.06
C 2.80 2.62 -2.44
C 2.53 1.48 -3.19
C 2.42 1.58 -4.57
C 2.59 2.81 -5.19
As 2.24 -0.20 -2.23
C 2.47 -1.56 -3.59
C 1.55 -1.98 -4.53
C 1.82 -3.08 -5.33
C 3.02 -3.76 -5.18
C 3.96 -3.34 -4.25
C 3.70 -2.24 -3.45
C 4.61 -1.66 -2.47
C 5.91 -2.07 -2.22
C 6.69 -1.40 -1.30
C 6.18 -0.31 -0.61
C 4.87 0.09 -0.83
C 4.09 -0.57 -1.76
H 3.00 4.89 -4.93
H 3.20 4.73 -2.48
H 2.88 2.53 -1.36
H 2.22 0.70 -5.16
H 2.51 2.88 -6.27
H 0.62 -1.44 -4.65
H 1.11 -3.41 -6.07
H 3.22 -4.63 -5.78
H 4.88 -3.89 -4.15
H 6.33 -2.92 -2.75
H 7.70 -1.72 -1.11
H 6.77 0.22 0.11
H 4.47 0.92 -0.26
*
```

Energy above the lowest of the compared OMol25 structures with the same formula, charge and spin ... 113.80 kJ/mol
HOMO level ... -0.3296 Eh

Löwdin population analysis, charges in e, atoms 1 to 4:
1. Sn 1.0525
2. Se -0.1243
3. Sb 0.3519
4. Se -0.1505

---

Record 8
Entry from the Open Molecules 2025 dataset: a 7-piece molecular cluster, C26H72N6O7 overall in a non-equilibrium geometry (wB97M-V/def2-TZVPD).

Structure (ORCA input):
```
! RIJCOSX wB97M-V def2-TZVPD def2/J DEFGRID3
* xyz 0 1
C 23.74 9.36 -1.81
O 22.54 10.08 -1.65
C 21.63 9.94 -2.74
C 20.76 11.17 -2.71
C 19.44 11.01 -3.51
N 21.44 12.35 -3.26
H 23.57 8.28 -1.70
H 24.44 9.68 -1.04
H 24.20 9.56 -2.79
H 22.21 9.94 -3.67
H 21.05 9.01 -2.62
H 20.41 11.39 -1.69
H 18.96 11.98 -3.52
H 18.80 10.21 -3.13
H 19.71 10.69 -4.52
H 22.41 12.34 -2.98
H 20.99 13.22 -3.06
C 13.00 17.21 -0.05
O 13.40 16.12 -0.85
C 12.63 14.94 -0.71
C 12.88 14.02 -1.87
C 12.22 14.67 -3.12
N 12.40 12.69 -1.55
H 12.05 17.65 -0.35
H 13.79 17.95 -0.12
H 12.88 16.87 0.99
H 12.89 14.54 0.28
H 11.56 15.18 -0.64
H 13.92 13.98 -2.20
H 12.27 15.75 -3.14
H 11.15 14.39 -3.08
H 12.58 14.27 -4.06
H 11.38 12.69 -1.51
H 12.56 12.02 -2.29
C 12.76 18.93 -4.22
O 13.70 19.75 -4.87
C 14.88 19.09 -5.30
C 15.62 18.38 -4.17
C 15.89 19.33 -3.01
N 16.89 17.75 -4.62
H 13.14 18.40 -3.34
H 12.34 18.17 -4.89
H 11.96 19.56 -3.85
H 14.64 18.43 -6.14
H 15.51 19.89 -5.70
H 15.08 17.51 -3.79
H 16.67 19.01 -2.33
H 14.96 19.47 -2.45
H 16.02 20.38 -3.32
H 16.68 17.12 -5.39
H 17.49 18.45 -5.06
C 21.17 16.20 3.36
O 21.20 15.33 2.26
C 20.00 14.56 2.19
C 20.18 13.52 1.11
C 18.87 12.79 0.74
N 21.17 12.52 1.52
H 20.47 17.04 3.33
H 22.16 16.65 3.44
H 20.96 15.66 4.29
H 19.81 13.95 3.09
H 19.17 15.27 2.12
H 20.50 14.01 0.18
H 18.83 11.83 1.26
H 18.84 12.59 -0.34
H 17.92 13.29 0.94
H 21.73 12.81 2.31
H 21.83 12.38 0.77
C 15.73 15.06 2.40
O 16.39 14.56 3.53
C 15.56 13.86 4.45
C 16.34 13.65 5.75
C 17.84 13.39 5.57
N 15.65 12.59 6.51
H 15.20 14.27 1.84
H 16.45 15.48 1.71
H 14.95 15.78 2.67
H 14.65 14.46 4.61
H 15.25 12.93 3.95
H 16.17 14.56 6.33
H 18.27 13.00 6.49
H 18.30 14.34 5.30
H 18.01 12.78 4.68
H 16.07 11.70 6.23
H 16.03 12.63 7.46
C 22.22 19.74 2.56
O 21.75 19.06 1.43
C 20.35 19.16 1.27
C 19.98 18.60 -0.08
C 20.33 19.47 -1.28
N 18.53 18.40 -0.10
H 23.31 19.77 2.56
H 21.94 19.23 3.49
H 21.79 20.75 2.63
H 19.82 18.66 2.09
H 20.11 20.24 1.26
H 20.45 17.62 -0.20
H 19.95 19.02 -2.19
H 21.39 19.71 -1.32
H 19.85 20.44 -1.14
H 18.30 17.65 0.56
H 18.19 17.94 -0.95
C 17.48 14.01 -2.52
C 16.82 15.15 -1.77
O 17.48 16.36 -2.11
H 18.54 13.90 -2.30
H 17.43 14.15 -3.60
H 17.02 13.04 -2.30
H 16.90 14.99 -0.69
H 15.75 15.22 -1.98
H 17.15 16.68 -2.97
*
```

Energy above the lowest of the compared OMol25 structures with the same formula, charge and spin ... 119.61 kJ/mol
SMILES string ... COC[C@H](C)N.COC[C@H](C)N.COC[C@H](C)N.COC[C@H](C)N.COC[C@H](C)N.COC[C@H](C)N.CCO
HOMO level ... -0.3245 Eh

Löwdin population analysis, charges in e, atoms 1 to 4:
1. C -0.1179
2. O -0.2009
3. C -0.1921
4. C -0.4397

---

Record 9
Entry from the Open Molecules 2025 dataset: a 2-piece molecular cluster, C3H10OS overall in a non-equilibrium geometry (wB97M-V/def2-TZVPD).

Structure (ORCA input):
```
! RIJCOSX wB97M-V def2-TZVPD def2/J DEFGRID3
* xyz 0 1
C -1.85 -1.47 1.00
C -1.01 -0.76 -0.02
C -0.67 0.73 0.20
S 0.46 0.94 1.58
H -1.62 -1.22 2.04
H -1.66 -2.55 0.84
H -2.92 -1.28 0.82
H -0.07 -1.29 -0.26
H -1.66 -0.82 -0.92
H -0.25 1.18 -0.72
H -1.60 1.28 0.44
H 0.13 2.23 1.80
O 4.49 0.76 -2.46
H 3.55 0.62 -2.20
H 4.70 1.67 -2.14
*
```

Energy above the lowest of the compared OMol25 structures with the same formula, charge and spin ... 26.72 kJ/mol
SMILES string ... CCCS.O
HOMO level ... -0.3352 Eh

Löwdin population analysis, charges in e, atoms 1 to 4:
1. C -0.1435
2. C -0.3638
3. C -0.5990
4. S 0.6777

---

Record 10
Entry from the Open Molecules 2025 dataset: an isolated molecule of C3H4FN3 in a non-equilibrium geometry (wB97M-V/def2-TZVPD).

Structure (ORCA input):
```
! RIJCOSX wB97M-V def2-TZVPD def2/J DEFGRID3
* xyz 0 1
C 0.50 -1.32 -0.57
N 0.26 -0.07 0.03
C 0.76 1.13 0.21
N 0.05 2.09 0.60
N -1.26 1.68 0.75
C -1.42 0.47 0.46
F -2.50 -0.33 0.51
H 1.56 -1.79 -0.42
H -0.13 -1.97 -0.04
H 0.34 -1.12 -1.69
H 1.84 1.24 0.16
*
```

Energy above the lowest of the compared OMol25 structures with the same formula, charge and spin ... 339.50 kJ/mol
SMILES string ... Cn1cnnc1F
HOMO level ... -0.3476 Eh

Löwdin population analysis, charges in e, atoms 1 to 4:
1. C -0.0917
2. N -0.0249
3. C -0.2993
4. N 0.0033

---

Record 11
Entry from the Open Molecules 2025 dataset: a 2-piece molecular cluster, C2H4BrN overall in a non-equilibrium geometry (wB97M-V/def2-TZVPD).

Structure (ORCA input):
```
! RIJCOSX wB97M-V def2-TZVPD def2/J DEFGRID3
* xyz 0 3
C 0.99 -0.76 -0.23
C -1.52 1.15 0.40
N 1.01 -1.81 -0.85
Br 2.31 0.35 0.38
H -0.91 1.98 -0.08
H -1.27 0.74 1.42
H -2.52 0.80 -0.01
H 1.91 -2.45 -1.03
*
```

Energy above the lowest of the compared OMol25 structures with the same formula, charge and spin ... 21.97 kJ/mol
HOMO level (alpha / beta) ... -0.2998 / -0.3932 Eh

Löwdin population analysis, charges in e, atoms 1 to 4:
1. C -0.7505
2. C 0.0013
3. N -0.0178
4. Br 0.6467

---

Record 12
Entry from the Open Molecules 2025 dataset: a 2-piece molecular cluster, N2O3S overall in a non-equilibrium geometry (wB97M-V/def2-TZVPD).

Structure (ORCA input):
```
! RIJCOSX wB97M-V def2-TZVPD def2/J DEFGRID3
* xyz 0 1
N 1.74 -0.37 0.28
N -1.16 0.11 -0.02
O 0.58 -0.59 0.70
O -0.74 0.93 -0.78
O 2.14 0.27 -0.63
S -2.57 -0.36 0.45
*
```

Energy above the lowest of the compared OMol25 structures with the same formula, charge and spin ... 650.43 kJ/mol
HOMO level (alpha / beta) ... -0.3807 / -0.3343 Eh

Löwdin population analysis, charges in e, atoms 1 to 4:
1. N -0.1188
2. N -0.7019
3. O -0.0230
4. O -0.0094

---

Table of electronic energy (a.u.), in record order: -763.36346, -436.54872, -705.08549, -1303.57132, -442.79895, -850.82114, -15495.10319, -1888.87188, -593.70694, -380.73041, -2707.19167, -733.17023
Table of M (g mol⁻¹), in record order: 145.2, 104.0, 210.3, 292.3, 133.2, 169.2, 1508.3, 580.9, 94.2, 101.1, 122.0, 108.1